1) C4H9NOS | ωB97M-V with the def2-TZVPD basis set

Last column: Mulliken charge in e.
Atoms and positions in Å:
1 C -1.008 -0.269 -1.085  -0.14
2 C -1.237 1.002 -0.301  -0.75
3 C -0.327 1.511 0.843  -0.50
4 S 1.507 1.546 0.508  0.21
5 C -0.332 -1.348 -0.210  0.14
6 N 0.824 -2.118 -0.747  -0.45
7 O -1.130 -1.923 0.600  -0.52
8 H -1.945 -0.826 -1.451  0.31
9 H -0.251 0.040 -1.903  0.25
10 H -2.203 0.954 0.124  0.35
11 H -1.323 1.892 -0.998  0.41
12 H -0.403 0.791 1.728  0.39
13 H -0.810 2.450 1.076  0.44
14 H 1.583 0.167 0.023  0.33
15 H 1.000 -2.954 -0.135  0.27
16 H 0.944 -2.423 -1.652  0.24

Results
2S+1: 2
LUMO level (alpha / beta) in eV: -4.3 / -9.0
Total charge: +1
Gap between HOMO and LUMO (alpha / beta) in eV: 9.6 / 4.8

***

2) C4H9NOS | ωB97M-V with the def2-TZVPD basis set

Last column: Mulliken charge in e.
Atoms and positions in Å:
1 C -2.069 0.244 -0.974  -0.89
2 N -1.064 -0.341 -0.065  -0.13
3 C 0.292 0.008 -0.159  0.28
4 C 0.831 -0.173 1.303  -0.93
5 S 2.429 0.881 1.517  -0.10
6 C 1.304 -0.602 -1.068  -0.15
7 O 1.107 -1.644 -1.624  -0.36
8 H -1.835 0.201 -2.014  0.34
9 H -2.970 -0.336 -0.741  0.38
10 H -2.400 1.228 -0.606  0.36
11 H -1.279 -1.394 0.100  0.38
12 H 0.330 1.054 -0.375  0.38
13 H 0.074 0.264 2.051  0.40
14 H 1.076 -1.212 1.631  0.41
15 H 1.881 1.953 2.088  0.19
16 H 2.291 -0.129 -1.065  0.44

Results
2S+1: 2
LUMO level (alpha / beta) in eV: -3.8 / -8.4
Total charge: +1
Gap between HOMO and LUMO (alpha / beta) in eV: 10.2 / 5.3

***

2) wins, 33.8 kJ/mol ahead of the next structure.

***

1) CH2BrFO2S | ωB97M-V with the def2-TZVPD basis set

Last column: Mulliken charge in e.
Atoms and positions in Å:
1 C -0.435 0.598 0.863  -0.16
2 O 1.522 0.264 -1.242  -0.48
3 O -0.730 -0.545 -1.742  -0.51
4 F 0.222 1.722 0.609  -0.20
5 S 0.338 -0.407 -0.783  0.90
6 Br 0.905 -2.433 -0.092  -0.12
7 H -1.448 0.730 0.471  0.26
8 H -0.373 0.071 1.915  0.31

Results
SMILES: O=S(=O)(Br)CF
LUMO level in eV: -0.8
Gap between HOMO and LUMO in eV: 10.3

***

2) CH2BrFO2S | ωB97M-V with the def2-TZVPD basis set

Last column: Mulliken charge in e.
Atoms and positions in Å:
1 C -1.134 -0.444 0.878  -0.22
2 O 2.159 1.134 0.137  -0.41
3 O 0.580 1.427 -1.741  -0.38
4 F -2.227 0.338 0.936  -0.19
5 S 1.075 0.641 -0.678  0.71
6 Br 1.650 -1.387 -1.666  -0.10
7 H -1.373 -1.148 0.124  0.32
8 H -0.731 -0.561 2.009  0.27

Results
LUMO level (alpha / beta) in eV: -1.4 / -3.1
Gap between HOMO and LUMO (alpha / beta) in eV: 8.8 / 6.8

***

1) wins, 178.9 kJ/mol ahead of the next structure.

***

1) C17H28N2O4 | ωB97M-V with the def2-TZVPD basis set

Last column: Mulliken charge in e.
Atoms and positions in Å:
1 C 0.540 -2.671 -0.397  -1.11
2 C 0.202 -1.087 -0.102  0.72
3 N 0.528 -0.537 1.116  -0.63
4 C -0.578 -0.111 -1.214  -0.36
5 O -1.289 -1.027 -2.116  -0.21
6 C -2.586 -0.500 -2.559  0.48
7 O -2.947 -0.796 -3.839  -0.56
8 O -3.557 0.258 -1.757  -0.27
9 C -4.290 -0.594 -0.809  -0.35
10 O -3.443 -1.525 -0.031  -0.35
11 C -4.017 -2.864 -0.348  0.26
12 C -5.299 -3.481 0.473  -0.32
13 C -5.856 -4.959 -0.009  -0.31
14 C -5.233 -5.862 -1.235  -0.37
15 C -3.931 -5.253 -2.041  -0.45
16 C -3.354 -3.760 -1.558  0.17
17 H 1.715 -2.814 -0.279  0.34
18 H 0.206 -3.057 -1.450  0.26
19 H 0.032 -3.387 0.406  0.30
20 H 0.975 -1.315 1.661  0.27
21 H -1.257 0.598 -0.579  0.28
22 H 0.244 0.557 -1.756  0.31
23 H -5.092 -1.220 -1.409  0.42
24 H -4.910 0.120 -0.080  0.24
25 H -5.808 -2.882 1.370  0.28
26 H -6.790 -5.430 0.561  0.25
27 H -5.625 -6.921 -1.567  0.29
28 H -3.395 -5.803 -2.951  0.28
29 H -2.402 -3.388 -2.176  0.18
30 C 4.829 5.280 1.443  -1.42
31 C 4.456 4.045 0.629  -0.31
32 N 4.171 2.865 1.450  0.14
33 C 4.125 1.617 0.683  -0.99
34 C 3.030 1.476 -0.369  -0.46
35 C 3.124 3.015 2.463  -0.68
36 C 1.740 3.451 1.993  -0.76
37 H 5.655 5.067 2.130  0.33
38 H 5.152 6.084 0.771  0.43
39 H 3.982 5.660 2.022  0.29
40 H 5.310 3.825 -0.022  0.43
41 H 3.615 4.293 -0.031  0.25
42 H 4.065 0.766 1.373  0.32
43 H 5.093 1.495 0.178  0.40
44 H 2.051 1.311 0.086  -0.17
45 H 3.237 0.604 -1.000  0.48
46 H 2.970 2.346 -1.028  0.32
47 H 3.471 3.741 3.207  0.35
48 H 3.025 2.080 3.029  0.31
49 H 1.777 4.303 1.310  0.24
50 H 1.139 3.754 2.857  0.38
51 H 1.202 2.636 1.505  0.08

Results
SMILES: [H]/N=C(\C)COC(=O)OCOc1ccccc1.CCN(CC)CC
LUMO level in eV: -0.2
Gap between HOMO and LUMO in eV: 7.8

***

2) C17H28N2O4 | ωB97M-V with the def2-TZVPD basis set

Last column: Mulliken charge in e.
Atoms and positions in Å:
1 C 1.846 3.738 -1.244  -1.28
2 H 2.734 4.166 -1.037  0.33
3 O 1.750 2.326 -0.837  -0.35
4 C 0.810 1.596 -1.064  1.20
5 C -0.147 2.030 -1.968  -1.69
6 C -1.246 1.181 -1.996  0.52
7 C -1.207 -0.016 -1.372  0.18
8 C -0.174 -0.661 -0.793  -1.23
9 C 0.903 0.196 -0.484  0.20
10 O 1.833 -0.211 0.279  -0.33
11 C 2.576 0.419 1.259  0.25
12 H 2.087 1.197 1.636  0.46
13 H 3.509 1.191 0.406  0.18
14 C 3.245 -0.272 2.298  -0.07
15 O 4.033 0.284 2.998  -0.70
16 N 3.150 -1.471 2.280  -0.28
17 H 2.567 -1.689 1.358  0.46
18 C 3.686 -2.482 3.125  1.51
19 C 3.028 -2.393 4.411  -1.68
20 H 3.498 -3.028 5.288  0.32
21 H 3.533 -1.368 4.756  0.34
22 H 2.058 -2.364 4.714  0.50
23 C 5.121 -2.562 3.120  -2.08
24 H 5.578 -3.210 3.887  0.36
25 H 5.519 -1.777 3.223  0.88
26 H 5.480 -2.680 1.984  0.30
27 C 3.249 -3.765 2.487  -1.54
28 H 3.429 -4.239 1.556  0.42
29 H 3.597 -4.641 3.315  0.31
30 H 2.051 -3.885 2.592  0.30
31 H -0.235 -1.680 -0.294  0.33
32 H -2.015 -0.921 -1.793  0.09
33 C -2.530 1.529 -2.860  -1.05
34 N -3.645 1.380 -2.225  0.12
35 H -3.648 1.795 -1.268  0.29
36 C -5.050 1.588 -2.826  -0.83
37 C -6.149 1.179 -2.333  -0.12
38 H -7.146 1.792 -2.487  0.35
39 H -6.191 1.617 -1.126  0.17
40 C -6.279 -0.345 -1.968  -0.59
41 O -5.373 -0.689 -1.298  -0.45
42 H -4.453 -0.374 -1.299  0.36
43 H -7.152 -0.535 -1.654  0.44
44 H -6.141 -0.532 -3.179  0.18
45 H -4.788 1.150 -3.879  0.24
46 H -5.032 2.904 -3.159  0.18
47 H -2.538 1.093 -3.850  0.35
48 H -2.415 2.778 -3.238  0.14
49 H -0.314 2.826 -2.264  1.01
50 H 1.945 3.621 -2.250  0.49
51 H 1.055 4.216 -0.927  0.49

Results
LUMO level in eV: 0.6
Gap between HOMO and LUMO in eV: 8.1

***

1) wins, 470.0 kJ/mol ahead of the next structure.